Record 1
111
Properties=species:S:1:pos:R:3:forces:R:3 method="wB97M-V/def2-TZVPD" lumo_ev=-5.57 total_charge=+2 de_lowest_kcal_mol=28.93 homo_lumo_gap_ev=6.9 energy_ha=-4782.1458 largest_force_ev_per_a=1.07
Ta -1.344480 2.006862 0.261501 0.794 -0.710 -0.101
C 2.240358 8.604844 2.426819 -0.026 -0.013 0.003
O 1.393700 7.770675 1.623676 0.029 -0.042 -0.006
C 1.228354 6.498710 1.961422 -0.026 0.075 -0.012
C 1.835298 5.889771 3.074789 -0.036 -0.045 -0.005
C 1.584908 4.564037 3.327498 0.003 0.035 -0.015
C 0.748538 3.789325 2.503323 -0.001 -0.017 0.028
C 0.584280 2.380959 2.728894 0.136 0.000 -0.031
C 1.156281 1.707258 3.932932 0.013 -0.038 -0.032
O -0.005087 1.640188 1.900467 -0.241 -0.088 -0.109
C 0.137417 4.436551 1.400818 0.046 -0.140 0.007
O -0.687891 3.753416 0.594582 0.038 0.478 0.168
C 0.378679 5.761955 1.126647 -0.018 0.014 0.092
H 2.248333 9.569762 1.932616 -0.005 0.000 0.010
H 3.252203 8.201438 2.464692 0.003 0.010 -0.002
H 1.829626 8.706824 3.431146 0.014 0.003 0.004
H 2.479924 6.450519 3.732715 0.017 0.005 -0.001
H 2.063936 4.103359 4.179895 0.000 -0.004 0.011
H 1.006894 2.297532 4.834260 -0.007 -0.010 0.013
H 2.230851 1.560950 3.794524 0.011 0.015 -0.013
H 0.693002 0.729960 4.038658 0.000 -0.019 -0.005
H -0.115136 6.254299 0.300601 -0.008 0.001 -0.009
C -5.990819 -4.838106 -0.648330 0.006 0.000 -0.011
C -4.785500 -3.948136 -0.570485 -0.028 0.024 0.022
C -3.597572 -4.303149 -1.202340 0.036 0.014 -0.004
C -2.474334 -3.496389 -1.109822 -0.082 0.018 0.015
C -2.548306 -2.328405 -0.359224 -0.037 -0.178 0.003
C -3.722662 -1.941754 0.277873 0.011 0.057 -0.078
C -4.833622 -2.751758 0.152949 0.003 -0.008 -0.001
S -1.021806 -1.484748 -0.197445 0.067 0.096 0.111
O -1.429368 0.010247 -0.066888 0.159 0.316 0.030
C -0.502543 -1.890142 1.444702 -0.064 -0.074 0.031
C -1.202292 -1.343713 2.545769 -0.023 -0.002 -0.029
C -0.803376 -1.665281 3.803759 0.047 -0.026 0.000
C 0.333850 -2.489523 4.018494 -0.051 0.058 0.017
C 0.792983 -2.776519 5.325038 -0.021 -0.007 -0.016
C 1.902584 -3.548292 5.515249 0.025 -0.011 -0.020
C 2.604193 -4.070247 4.407694 -0.006 0.000 0.041
C 2.174641 -3.824454 3.135970 -0.043 0.002 -0.034
C 1.024386 -3.027988 2.907002 0.085 -0.021 -0.043
C 0.554672 -2.751469 1.583536 0.035 0.001 0.117
C 1.171256 -3.491848 0.441380 -0.126 -0.081 0.022
C 0.864360 -4.882643 0.313778 -0.005 -0.014 0.019
C -0.095797 -5.530506 1.135127 0.003 0.042 0.017
C -0.363650 -6.858720 0.975344 0.006 -0.034 -0.026
C 0.313559 -7.617493 -0.005027 -0.014 0.022 0.024
C 1.232960 -7.020281 -0.815594 -0.009 0.022 -0.015
C 1.524851 -5.640585 -0.681904 0.046 -0.016 -0.037
C 2.466467 -5.006702 -1.530428 -0.026 0.030 0.022
C 2.709539 -3.671066 -1.430075 -0.021 -0.027 -0.021
C 2.045361 -2.909545 -0.442323 0.083 0.030 -0.068
S 2.196772 -1.126153 -0.337460 -0.028 0.155 0.126
O 3.382484 -0.720982 0.470381 0.000 -0.036 -0.044
C 2.578225 -0.784861 -2.044422 0.130 0.019 0.036
C 3.884516 -0.496034 -2.400949 -0.042 0.089 0.056
C 4.163361 -0.134960 -3.711718 -0.020 0.022 -0.058
C 3.153940 -0.056161 -4.668785 0.054 0.020 0.029
C 3.459492 0.318970 -6.091047 -0.001 0.005 -0.004
C 1.844538 -0.344231 -4.278195 -0.022 -0.037 0.033
C 1.551444 -0.702554 -2.973527 -0.069 -0.054 -0.116
H -6.013757 -5.393717 -1.584034 0.000 -0.005 -0.006
H -6.913198 -4.267471 -0.558699 -0.006 0.005 0.000
H -5.970596 -5.564399 0.166634 -0.006 -0.004 0.005
H -3.552129 -5.214105 -1.785036 0.003 -0.011 0.002
H -1.554452 -3.773484 -1.611275 0.023 -0.014 0.003
H -3.778052 -1.011461 0.827884 0.025 -0.004 0.028
H -5.761526 -2.454630 0.624951 -0.004 -0.008 0.007
H -2.041706 -0.682264 2.384520 0.054 -0.085 0.009
H -1.348663 -1.288159 4.660655 0.020 0.025 0.004
H 0.248426 -2.374337 6.170088 0.000 0.007 0.006
H 2.250198 -3.762354 6.516895 -0.001 -0.003 0.003
H 3.488145 -4.671420 4.570922 0.004 -0.004 0.002
H 2.719038 -4.229649 2.293977 0.006 0.001 -0.006
H -0.626673 -4.967895 1.892156 0.023 0.018 0.012
H -1.098550 -7.338213 1.607802 -0.003 -0.009 0.006
H 0.099549 -8.672467 -0.108521 -0.007 -0.006 -0.004
H 1.753458 -7.589681 -1.574983 0.007 -0.008 -0.001
H 2.977223 -5.597638 -2.280097 0.010 -0.012 0.006
H 3.401748 -3.193770 -2.108001 0.026 0.039 0.000
H 4.663901 -0.533128 -1.649753 -0.005 -0.038 0.018
H 5.184345 0.085882 -3.997103 0.009 0.002 -0.008
H 4.496099 0.628579 -6.206345 0.007 -0.001 -0.001
H 2.819461 1.134880 -6.428278 -0.007 -0.003 -0.009
H 3.285531 -0.527038 -6.757473 -0.001 -0.005 -0.001
H 1.048053 -0.290369 -5.011013 -0.006 0.004 -0.006
H 0.527842 -0.914114 -2.683654 0.026 -0.009 0.005
Cl -5.945084 4.750716 -5.169479 -0.001 0.000 -0.004
C -4.873458 4.046446 -4.018943 -0.009 0.014 0.020
C -4.038022 3.004807 -4.397984 0.021 -0.026 0.019
C -3.175561 2.433212 -3.473910 -0.064 0.067 -0.039
C -3.152007 2.912585 -2.177517 0.100 -0.116 0.041
O -2.306947 2.328634 -1.281890 -0.258 0.221 -0.359
C -3.986035 3.959535 -1.781367 -0.045 0.042 -0.014
C -3.997218 4.502663 -0.411223 0.040 -0.043 -0.026
O -3.272160 4.128457 0.483904 -0.071 0.082 -0.051
C -4.850547 4.518996 -2.717984 0.022 -0.022 -0.015
H -4.069119 2.639132 -5.414837 0.001 0.001 -0.007
H -2.526487 1.614058 -3.750891 0.005 -0.015 -0.001
H -4.727602 5.307979 -0.231040 -0.009 0.003 -0.015
H -5.506565 5.328991 -2.424856 -0.009 0.004 -0.003
C 1.333318 3.961524 -2.058881 -0.059 -0.005 0.060
S 1.746943 2.317005 -1.503903 0.079 0.063 -0.085
C 2.880742 2.700392 -0.186547 -0.002 -0.002 -0.011
O 0.486069 1.793034 -0.804804 -0.488 -0.275 -0.010
H 0.792347 4.476046 -1.268712 0.022 0.066 -0.010
H 0.724750 3.864417 -2.955458 -0.022 0.007 0.004
H 2.261237 4.480351 -2.296533 0.029 -0.022 -0.030
H 3.836946 2.929584 -0.657647 0.013 0.051 0.003
H 2.992435 1.782759 0.392574 0.033 -0.053 0.043
H 2.521729 3.536011 0.413790 0.004 -0.042 0.001
Cl -2.952188 1.612078 1.861393 -0.321 0.202 0.272



Record 2
62
Properties=species:S:1:pos:R:3:forces:R:3 method="wB97M-V/def2-TZVPD" lumo_ev="-2.58 / -5.14" total_charge=+1 s2=8.774 multiplicity=6 de_lowest_kcal_mol=11.21 homo_lumo_gap_ev="7.8 / 5.3" energy_ha=-4230.2989 largest_force_ev_per_a=0.33
Ru 0.127679 -0.294828 -0.857610 0.326 -0.067 -0.007
C 1.826880 3.270993 -2.860888 -0.011 -0.023 0.025
C 2.687314 2.360668 -1.993132 -0.023 0.041 -0.011
C 4.172496 2.514961 -2.348243 -0.018 -0.014 -0.012
C 2.310055 0.901719 -2.082354 0.033 -0.132 0.148
C 2.814399 -0.003483 -1.129015 0.014 0.019 -0.165
C 2.586662 -1.372818 -1.232386 0.024 -0.022 -0.073
C 1.847610 -1.913742 -2.299687 0.012 0.059 0.003
C 1.681858 -3.395091 -2.451754 -0.045 -0.008 -0.034
C 1.275544 -1.009173 -3.198726 0.077 0.018 0.010
C 1.491627 0.372496 -3.084227 -0.003 -0.057 -0.045
H 2.114618 4.308856 -2.699249 -0.007 0.003 0.006
H 0.764323 3.179796 -2.624975 0.008 -0.003 -0.017
H 1.965679 3.058994 -3.923185 0.003 0.009 0.000
H 2.553410 2.651584 -0.946971 0.015 0.019 0.003
H 4.361841 2.178828 -3.369560 -0.001 0.007 0.001
H 4.811134 1.940463 -1.676866 0.007 -0.007 -0.012
H 4.463651 3.562604 -2.277804 0.006 -0.002 0.012
H 3.389250 0.374191 -0.292420 -0.008 0.008 -0.002
H 3.001435 -2.037331 -0.484181 -0.009 0.001 0.008
H 0.937402 -3.773678 -1.750992 -0.032 -0.034 0.060
H 2.620559 -3.907613 -2.244540 0.005 -0.002 -0.016
H 1.357667 -3.653443 -3.459488 -0.003 0.004 0.019
H 0.670273 -1.380756 -4.013362 0.007 -0.008 -0.021
H 1.033421 1.029915 -3.810681 0.004 0.002 -0.008
C -3.416000 -4.971180 0.251011 0.016 0.011 0.026
S -1.679260 -5.055825 -0.262280 -0.013 -0.005 -0.009
C -1.801676 -4.266841 -1.829163 0.054 -0.006 -0.024
C -1.750243 -2.935243 -2.040574 -0.035 -0.127 -0.167
S -1.662828 -1.772441 -0.756747 -0.083 0.205 0.188
S -1.886564 -2.408854 -3.700679 -0.046 -0.057 0.042
C -1.933158 -3.994663 -4.435240 0.047 -0.007 -0.010
S -1.965125 -4.227763 -6.040236 -0.019 0.005 -0.012
S -1.927684 -5.268371 -3.248498 -0.010 0.031 -0.023
H -3.468076 -5.472601 1.215960 -0.002 0.000 -0.006
H -4.052357 -5.493919 -0.458350 0.003 0.001 -0.008
H -3.728286 -3.935270 0.363679 -0.008 -0.004 -0.004
S 0.808556 -0.666641 1.603586 -0.081 0.023 0.147
P -0.245657 1.049598 1.786904 -0.078 0.028 -0.139
S -0.160352 1.973644 -0.044317 -0.257 0.164 0.104
C -1.970406 0.691624 2.184112 0.092 -0.002 0.024
C -2.987548 1.530664 1.736583 0.003 0.049 -0.039
C -4.302354 1.265110 2.085157 0.019 -0.041 0.034
C -4.599907 0.167840 2.883284 0.022 0.035 -0.022
C -3.585130 -0.667186 3.330116 -0.001 -0.021 0.015
C -2.268700 -0.410846 2.980850 0.002 -0.018 -0.015
C 0.426431 2.145233 3.039117 -0.003 -0.086 -0.024
C 0.166299 3.511361 2.970654 -0.015 0.042 0.020
C 0.621575 4.343412 3.980938 -0.005 -0.032 -0.024
C 1.328611 3.811235 5.051489 0.001 -0.027 -0.004
C 1.587157 2.448748 5.115095 0.006 0.014 0.006
C 1.138298 1.609409 4.107294 0.022 0.022 0.014
H -2.756161 2.378228 1.103268 -0.007 -0.007 0.004
H -5.093802 1.911796 1.731454 0.002 0.002 0.001
H -5.626754 -0.038630 3.154558 0.002 0.001 -0.002
H -3.818527 -1.523010 3.949385 -0.001 0.000 -0.005
H -1.477971 -1.074617 3.307540 -0.014 -0.004 0.020
H -0.382277 3.926253 2.133202 0.008 -0.003 0.004
H 0.427019 5.406137 3.931148 -0.001 -0.002 0.003
H 1.683534 4.463221 5.838459 0.000 -0.001 -0.001
H 2.142404 2.038242 5.947470 0.002 0.007 0.003
H 1.350133 0.548032 4.146071 -0.003 -0.001 0.010



Record 3
11
Properties=species:S:1:pos:R:3:forces:R:3 method="wB97M-V/def2-TZVPD" lumo_ev=-1.23 de_lowest_kcal_mol=113.58 homo_lumo_gap_ev=8.1 energy_ha=-285.2336 largest_force_ev_per_a=3.05
C -0.498211 -0.671807 -1.050139 0.811 -1.838 -0.987
C 0.454118 0.016460 1.278673 0.180 -0.444 2.712
C 0.835211 -0.270742 -0.175657 -0.953 -2.163 -0.297
C 0.481451 1.016743 0.233157 -2.049 1.776 0.083
N -1.296576 0.348509 -0.975576 -1.875 2.201 0.968
O -0.638032 -1.699939 -1.690209 0.563 0.455 0.933
H -0.440434 -0.413068 1.816010 0.655 0.654 -1.227
H 1.259658 0.162476 2.136187 -1.113 -0.242 -2.168
H 1.680213 -0.881504 -0.431973 0.652 0.704 -0.342
H 0.492397 2.129150 0.217163 0.276 -1.221 -0.527
H -2.329794 0.263721 -1.357635 2.854 0.117 0.850



Record 4
95
Properties=species:S:1:pos:R:3:forces:R:3 method="wB97M-V/def2-TZVPD" lumo_ev=-2.13 total_charge=+1 homo_lumo_gap_ev=10.2 energy_ha=-17679.7610 largest_force_ev_per_a=1.33
C 0.200988 -2.776427 1.875641 0.042 -0.112 -0.167
C -0.858417 -1.743837 1.511841 0.002 -0.510 0.320
C -0.955551 -0.583199 2.484988 0.073 0.170 0.053
F -0.109269 -0.729789 3.567221 -0.009 -0.066 -0.099
N -0.586785 0.779126 1.951786 0.181 -0.198 -0.084
C -1.562964 1.517810 1.018034 0.195 0.271 -0.407
C -2.598100 0.809159 0.156955 -0.390 0.021 -0.140
C -2.131986 0.204866 -1.157210 -0.467 -0.128 -0.183
C -3.623251 -0.098641 0.845469 0.029 -0.049 -0.107
C 0.875967 0.890200 1.574915 -0.371 -0.053 -0.410
C 1.361469 0.299046 0.282614 0.391 -0.141 -0.010
C 2.876567 0.374911 0.249512 0.017 -0.007 -0.388
F 0.852587 1.053423 -0.780352 -0.167 -0.182 -0.065
H 0.206916 -3.531555 1.092776 0.082 -0.047 -0.090
H 1.201290 -2.355314 1.949268 0.078 -0.003 0.097
H -0.054426 -3.293191 2.795899 0.147 0.097 0.182
H -0.714494 -1.434353 0.486026 -0.132 0.301 -0.015
H -1.811490 -2.262415 1.553352 -0.151 0.042 -0.138
H -1.947511 -0.504735 2.913524 -0.228 0.192 -0.113
H -0.601271 1.349958 2.805161 -0.023 0.083 -0.044
H -2.083812 2.236665 1.645658 0.283 -0.428 0.003
H -0.954657 2.132063 0.354615 0.133 -0.380 0.165
H -3.195523 1.665677 -0.168390 0.151 0.329 0.137
H -1.697797 -0.787789 -1.057343 0.249 0.161 -0.007
H -1.498883 0.880731 -1.725582 0.289 -0.068 0.085
H -3.030092 0.058687 -1.757139 -0.019 -0.103 -0.102
H -4.595981 0.057457 0.385575 -0.102 0.002 0.000
H -3.732348 0.104347 1.907304 -0.082 0.015 0.118
H -3.394122 -1.148020 0.686102 0.078 -0.134 0.154
H 1.052787 1.963793 1.521870 -0.015 0.009 -0.096
H 1.462662 0.512584 2.407319 -0.409 -0.340 -0.324
H 1.081150 -0.738097 0.128456 -0.338 0.028 -0.064
H 3.267012 -0.462024 -0.321381 0.155 -0.002 -0.060
H 3.321922 0.342361 1.238128 0.041 0.040 0.103
H 3.164329 1.290513 -0.260814 0.116 0.156 0.112
C -0.833645 -2.350755 -3.493751 -0.065 0.013 -0.014
Cl -0.099435 -3.252206 -4.801905 0.003 0.001 -0.021
Cl -2.549547 -2.700531 -3.336971 -0.029 0.007 -0.055
Cl 0.000704 -2.698188 -1.961792 0.185 -0.077 0.083
H -0.722210 -1.293171 -3.694886 0.025 0.021 0.033
C 0.024189 5.595992 0.571509 -0.143 -0.178 0.020
Cl -1.702168 5.890763 0.392630 0.024 -0.002 -0.002
Cl 0.485136 5.530362 2.263526 0.251 0.459 0.090
Cl 0.479414 4.061685 -0.174564 0.186 0.106 -0.418
H 0.564461 6.392716 0.078224 0.032 0.019 0.023
C -6.072649 -0.571946 -4.641586 0.013 -0.014 -0.058
Cl -5.325860 0.325134 -3.306405 -0.036 0.020 0.018
Cl -5.419411 -0.049053 -6.184044 0.118 -0.160 0.018
Cl -5.884526 -2.308020 -4.413322 -0.041 -0.034 0.031
H -7.132938 -0.355794 -4.625501 0.143 0.028 0.036
C 3.147247 -5.461832 -5.185372 -0.005 -0.027 -0.002
Cl 2.103615 -5.231168 -6.590216 0.000 0.006 -0.010
Cl 2.220187 -6.028281 -3.796331 -0.019 -0.004 0.012
Cl 4.456502 -6.578103 -5.563519 0.028 -0.002 0.006
H 3.584297 -4.505426 -4.929319 0.003 0.012 0.021
C -6.101322 3.626960 -8.008164 -0.023 0.027 -0.034
Cl -7.231412 3.929558 -9.321407 -0.022 0.005 -0.020
Cl -6.934449 2.966012 -6.600573 -0.063 0.138 0.010
Cl -4.793543 2.566836 -8.538129 0.014 -0.023 0.021
H -5.662704 4.571798 -7.718386 0.011 0.013 0.009
C 6.676126 -0.291763 2.247664 0.062 0.013 -0.053
Cl 5.383203 -1.480601 2.029045 -0.077 -0.087 0.127
Cl 8.204283 -1.092109 2.566351 0.027 -0.015 -0.004
Cl 6.785871 0.758920 0.834958 -0.025 0.036 0.004
H 6.423858 0.322644 3.103455 -0.020 -0.030 -0.022
C -2.438857 2.652151 4.449039 -0.213 0.140 0.111
Cl -0.861573 3.327374 4.027230 -0.238 -0.168 0.140
Cl -3.046629 3.354970 5.929863 0.008 -0.006 0.032
Cl -3.586882 2.888171 3.117285 -0.462 0.227 0.517
H -2.316471 1.588187 4.601276 -0.034 -0.087 0.054
C 5.302517 -3.706036 -1.339223 0.050 0.042 0.026
Cl 5.628898 -4.876342 -2.608552 0.007 -0.029 -0.036
Cl 6.467669 -2.394612 -1.360829 -0.051 0.192 -0.128
Cl 3.648998 -3.076614 -1.486792 -0.069 -0.045 0.002
H 5.382481 -4.211615 -0.385697 -0.028 -0.013 0.011
C 9.603349 -5.124535 -0.563142 0.039 -0.037 0.017
Cl 8.181875 -4.746100 0.422558 0.040 -0.069 0.082
Cl 9.543485 -4.314800 -2.122615 -0.038 0.025 -0.017
Cl 11.075719 -4.713296 0.307385 0.027 0.004 0.017
H 9.602230 -6.191337 -0.740069 -0.007 -0.020 0.006
C -10.087978 -1.191693 -2.618773 0.070 -0.029 0.024
Cl -9.282354 -0.279988 -1.343012 0.010 0.021 0.022
Cl -9.519490 -0.667159 -4.208825 -0.221 0.013 -0.062
Cl -9.850270 -2.919873 -2.410220 0.005 -0.025 0.004
H -11.147873 -0.983677 -2.565054 -0.015 0.016 -0.005
C 2.875687 1.856855 5.236504 0.044 -0.045 0.162
Cl 2.215381 2.258778 3.634369 0.664 0.532 1.016
Cl 1.599450 1.484300 6.397320 0.029 0.079 -0.262
Cl 3.993373 0.502762 5.106814 0.026 -0.037 -0.084
H 3.426541 2.719563 5.586691 -0.061 0.055 0.039
C 1.984633 6.103306 7.187364 -0.027 -0.042 0.030
Cl 1.399890 6.016574 5.528986 -0.119 0.164 -0.246
Cl 2.813838 4.596888 7.570698 0.193 -0.045 0.275
Cl 3.008789 7.503755 7.449297 -0.015 -0.072 -0.044
H 1.123428 6.179597 7.837120 -0.002 0.025 0.033